{"formula": "C12H19O", "method": "ωB97M-V with the def2-TZVPD basis set", "homo_energy_ev": [-10.560, -13.416], "total_charge": 1, "orbital_gap_ev": [6.71, 6.41], "multiplicity": 3, "molar_mass_da": 179.28, "lumo_ev": [-3.855, -7.009], "s2": 2.019, "elements": ["C", "C", "C", "C", "C", "C", "C", "C", "C", "C", "C", "C", "O", "H", "H", "H", "H", "H", "H", "H", "H", "H", "H", "H", "H", "H", "H", "H", "H", "H", "H", "H"], "xyz": [[-0.6836, 2.2868, -0.4355], [-0.7274, 1.2534, 0.6042], [-0.2563, 0.0193, 0.2874], [-0.3113, 2.2254, -1.7523], [-0.0388, -0.0630, -1.8413], [-1.0323, 1.7906, 1.9208], [-0.3238, 3.4645, -2.6738], [-0.1635, -1.3397, -2.5869], [1.0203, -0.6980, 2.2176], [1.5490, -1.8351, 0.0618], [-0.7086, -2.2486, 1.1012], [0.3555, -1.2350, 0.9017], [-0.1632, 1.0428, -2.4314], [-1.0019, 3.3270, -0.1902], [-1.1311, 1.1174, 2.7344], [-1.8550, 2.4759, 2.0735], [-0.1547, 2.5013, 2.2027], [-0.6080, 3.1886, -3.6503], [0.7541, 3.8354, -2.6867], [-0.9697, 4.2390, -2.2801], [-0.4039, -1.1878, -3.5572], [-0.9091, -2.0368, -2.2440], [0.7773, -1.7737, -2.6535], [1.9803, -0.1222, 1.9702], [0.2800, -0.0798, 2.6867], [1.3045, -1.5622, 2.8365], [2.1836, -2.2079, 0.8052], [2.0136, -0.9258, -0.3952], [1.4182, -2.6205, -0.6700], [-1.6598, -1.8889, 1.5682], [-0.4587, -3.1663, 1.6599], [-0.8535, -2.5875, 0.0521]], "forces_ev_per_a": [[-0.37, 0.13, 1.60], [0.16, 2.00, -1.82], [1.07, -1.84, -4.74], [-0.89, -0.46, -2.38], [0.46, -4.11, 5.58], [1.39, 2.14, 2.10], [2.04, -0.99, 2.02], [-0.58, 0.71, 2.26], [1.02, -0.40, -0.96], [-0.77, 2.49, -0.37], [-1.83, -1.31, -0.56], [1.44, 1.56, 0.60], [-0.64, 5.46, -1.46], [0.37, -1.06, 0.30], [0.01, -0.89, 0.42], [-0.59, 0.08, -0.91], [-1.07, -1.27, -0.39], [-0.27, -0.36, -1.15], [-1.29, -0.24, -0.12], [0.00, 0.05, 0.14], [-1.02, 1.07, -3.26], [-0.12, -0.24, 0.67], [1.77, -1.26, 0.29], [-1.48, -0.60, 0.41], [0.27, 0.14, 0.78], [-0.18, 0.40, -0.02], [1.27, -0.62, 0.92], [0.11, -1.04, 0.10], [-0.71, 0.07, -0.15], [0.72, -0.07, -0.58], [0.56, 0.58, -0.07], [-0.85, -0.10, 0.76]], "mulliken_charge": [-0.558, 1.571, -0.713, 0.490, 0.628, -1.890, -1.295, -1.675, -1.418, -1.876, -1.421, 1.986, -0.253, 0.308, 0.474, 0.480, 0.427, 0.383, 0.309, 0.417, 0.522, 0.316, 0.355, 0.354, 0.303, 0.456, 0.564, 0.460, 0.290, 0.326, 0.375, 0.305]}

***

{"formula": "C36H33BF13N5", "method": "ωB97M-V with the def2-TZVPD basis set", "smiles": "C#CCBCCC(F)(F)C(F)(F)C(F)(F)C(F)(F)C(F)(F)C(F)(F)F.c1ccncc1.c1ccncc1.c1ccncc1.c1ccncc1.c1ccncc1", "homo_energy_ev": -9.322, "total_charge": 0, "orbital_gap_ev": 9.85, "molar_mass_da": 793.48, "lumo_ev": 0.529, "elements": ["C", "C", "C", "B", "C", "C", "C", "F", "F", "C", "F", "F", "C", "F", "F", "C", "F", "F", "C", "F", "F", "C", "F", "F", "F", "H", "H", "H", "H", "H", "H", "H", "H", "N", "C", "C", "C", "C", "C", "H", "H", "H", "H", "H", "N", "C", "C", "C", "C", "C", "H", "H", "H", "H", "H", "N", "C", "C", "C", "C", "C", "H", "H", "H", "H", "H", "N", "C", "C", "C", "C", "C", "H", "H", "H", "H", "H", "N", "C", "C", "C", "C", "C", "H", "H", "H", "H", "H"], "xyz": [[0.6361, -1.0026, 3.8534], [0.0853, -1.7900, 3.1696], [-0.5717, -2.8367, 2.4077], [-2.1067, -2.8814, 2.7924], [-3.1869, -2.7658, 1.6586], [-4.4434, -1.9584, 2.0222], [-4.5420, -0.5942, 1.3686], [-5.8648, -0.2701, 1.2965], [-4.0869, -0.5902, 0.0944], [-3.8467, 0.5468, 2.1967], [-3.0684, 0.0468, 3.1805], [-4.8224, 1.2734, 2.7964], [-3.0335, 1.5928, 1.3778], [-2.7577, 2.6000, 2.2383], [-3.8092, 2.0963, 0.4073], [-1.6553, 1.0633, 0.8429], [-1.6199, -0.2948, 0.9396], [-0.6771, 1.5435, 1.6334], [-1.3442, 1.4103, -0.6238], [-2.2995, 0.9079, -1.4327], [-1.3431, 2.7525, -0.7511], [0.0192, 0.8503, -1.1334], [1.0106, 1.0179, -0.2698], [-0.1146, -0.4375, -1.4527], [0.3245, 1.5197, -2.2640], [0.9044, -0.3180, 4.6144], [-0.0751, -3.7804, 2.6216], [-0.4787, -2.5994, 1.3524], [-2.4109, -3.0009, 3.9395], [-3.4998, -3.7944, 1.4676], [-2.7225, -2.4256, 0.7416], [-5.3161, -2.4879, 1.6567], [-4.5822, -1.8618, 3.0913], [3.4911, -2.3423, 4.5298], [4.1820, -2.3942, 3.3946], [5.4668, -1.8911, 3.2526], [6.0663, -1.2984, 4.3517], [5.3598, -1.2342, 5.5414], [4.0809, -1.7703, 5.5761], [3.6738, -2.8627, 2.5580], [5.9816, -1.9631, 2.3044], [7.0675, -0.8928, 4.2824], [5.7882, -0.7795, 6.4240], [3.4938, -1.7424, 6.4882], [-0.7808, 0.5562, -6.3452], [-0.0920, 0.5815, -7.4843], [1.2307, 0.9864, -7.5738], [1.8743, 1.3903, -6.4141], [1.1739, 1.3698, -5.2196], [-0.1485, 0.9445, -5.2403], [-0.6337, 0.2610, -8.3673], [1.7407, 0.9848, -8.5276], [2.9063, 1.7169, -6.4405], [1.6407, 1.6764, -4.2955], [-0.7359, 0.9095, -4.3321], [2.8782, 5.0005, -8.9027], [1.9763, 4.3293, -8.1880], [1.0254, 4.9352, -7.3818], [1.0108, 6.3183, -7.3099], [1.9422, 7.0331, -8.0452], [2.8490, 6.3287, -8.8232], [2.0235, 3.2559, -8.2690], [0.3167, 4.3350, -6.8263], [0.2851, 6.8308, -6.6916], [1.9669, 8.1138, -8.0184], [3.5922, 6.8509, -9.4157], [-3.9528, -0.7660, 7.7823], [-3.3448, -0.0157, 8.6980], [-2.7259, 1.1928, 8.4151], [-2.7362, 1.6462, 7.1062], [-3.3630, 0.8773, 6.1394], [-3.9544, -0.3137, 6.5309], [-3.3572, -0.4077, 9.7090], [-2.2488, 1.7610, 9.2018], [-2.2626, 2.5834, 6.8427], [-3.3963, 1.1970, 5.1154], [-4.4598, -0.9440, 5.8062], [1.1239, -4.6379, -0.5489], [1.0965, -3.4194, -1.0837], [2.0193, -2.9641, -2.0130], [3.0315, -3.8236, -2.4070], [3.0769, -5.0952, -1.8594], [2.1022, -5.4515, -0.9394], [0.2900, -2.7804, -0.7467], [1.9446, -1.9637, -2.4162], [3.7726, -3.5077, -3.1299], [3.8496, -5.7980, -2.1384], [2.1001, -6.4381, -0.4895]], "forces_ev_per_a": [[0.39, 1.55, 1.49], [-0.78, -1.53, -1.00], [-0.36, 0.28, -0.11], [0.28, 0.08, -0.20], [0.25, 0.20, 0.80], [-0.02, -0.43, -0.75], [-0.44, -0.17, 0.70], [0.16, 0.12, -0.12], [0.12, 0.01, -0.02], [-0.60, 0.49, -0.33], [0.13, -0.09, -0.36], [0.24, -0.19, 0.07], [0.24, 0.17, 0.60], [-0.04, -0.07, -0.19], [0.07, -0.18, -0.05], [0.25, -0.43, 0.33], [-0.02, 0.30, -0.05], [-0.30, -0.02, -0.30], [-0.25, 0.27, -0.19], [0.26, 0.05, 0.17], [0.18, -0.16, 0.11], [-0.10, 0.38, -0.62], [-0.16, -0.19, -0.13], [0.20, 0.13, 0.26], [0.01, -0.20, 0.44], [0.42, 0.20, -0.06], [0.07, -0.25, -0.09], [0.18, -0.27, -0.25], [-0.11, -0.02, 0.01], [0.00, -0.23, -0.02], [-0.13, 0.06, -0.28], [-0.25, 0.01, -0.12], [0.06, 0.14, 0.25], [0.12, -0.03, 0.07], [-0.10, -0.04, -0.05], [0.00, 0.01, 0.02], [0.04, 0.02, -0.01], [0.00, 0.01, -0.02], [-0.06, -0.02, 0.02], [0.03, 0.02, -0.03], [-0.01, -0.01, -0.01], [0.00, 0.00, 0.00], [-0.01, 0.00, 0.01], [0.04, 0.02, 0.03], [0.05, 0.03, -0.01], [-0.08, -0.02, -0.02], [-0.01, -0.08, 0.09], [0.04, -0.07, 0.01], [-0.04, -0.03, -0.08], [-0.04, -0.03, -0.06], [0.04, 0.00, -0.03], [-0.01, -0.03, -0.01], [0.00, 0.01, 0.00], [-0.01, 0.01, 0.02], [0.01, 0.02, 0.03], [-0.04, 0.05, 0.04], [0.10, 0.17, -0.10], [-0.02, -0.02, 0.02], [-0.03, 0.03, 0.02], [-0.01, -0.02, 0.01], [0.06, -0.02, -0.05], [-0.05, -0.06, -0.02], [0.01, -0.03, -0.01], [0.00, 0.00, 0.00], [0.01, 0.01, -0.01], [-0.01, 0.05, 0.02], [0.02, 0.04, -0.02], [-0.02, -0.06, 0.04], [0.01, -0.01, -0.02], [0.02, 0.01, 0.02], [0.02, 0.05, 0.28], [-0.04, -0.08, -0.03], [0.02, 0.04, 0.02], [0.00, -0.01, 0.02], [-0.01, 0.01, 0.00], [-0.02, 0.06, -0.14], [0.02, 0.03, -0.04], [0.03, 0.02, -0.01], [-0.04, -0.05, 0.04], [0.02, -0.01, 0.01], [0.04, 0.01, -0.03], [-0.01, 0.02, 0.00], [-0.04, -0.05, 0.05], [0.00, 0.06, -0.04], [-0.02, 0.01, 0.00], [0.00, 0.00, 0.00], [0.00, -0.02, 0.01], [0.04, -0.01, -0.02]], "mulliken_charge": [-0.194, -0.521, 0.361, -0.287, -0.591, -0.787, 1.053, -0.342, -0.242, 0.567, -0.095, -0.398, 0.331, -0.301, -0.289, 0.544, -0.127, -0.321, 0.843, -0.241, -0.330, 0.492, -0.245, -0.200, -0.258, 0.477, 0.506, -0.441, -0.080, 0.427, 0.242, 0.403, 0.160, -0.373, -0.148, -0.526, -0.173, -0.409, -0.230, 0.417, 0.357, 0.364, 0.356, 0.372, -0.580, -0.371, -0.289, -0.628, -0.038, -0.498, 0.385, 0.479, 0.428, 0.464, 0.649, -0.538, -0.081, -0.092, -0.529, -0.283, -0.298, 0.315, 0.382, 0.373, 0.364, 0.368, -0.568, -0.298, -0.306, -0.607, 0.017, -0.238, 0.353, 0.370, 0.407, 0.380, 0.408, -0.401, -0.147, -0.375, -0.501, -0.297, -0.343, 0.486, 0.394, 0.404, 0.377, 0.378]}

***

{"formula": "C2HCl3OS", "method": "ωB97M-V with the def2-TZVPD basis set", "homo_energy_ev": -9.802, "total_charge": 0, "orbital_gap_ev": 8.70, "molar_mass_da": 179.46, "lumo_ev": -1.101, "elements": ["C", "C", "O", "S", "Cl", "Cl", "Cl", "H"], "xyz": [[0.5511, 0.0096, -0.1426], [0.1062, 1.3800, 0.0527], [0.4227, -2.3568, 0.6785], [-0.4558, -1.2646, 0.5503], [0.7951, 2.7575, -0.4134], [-1.5529, 1.5332, 0.5800], [-1.4876, -1.7770, -1.2971], [1.6212, -0.2819, -0.0082]], "forces_ev_per_a": [[-0.04, 4.41, 2.05], [-0.97, -6.64, -0.32], [2.21, -2.50, 1.00], [-2.16, 1.54, -1.47], [1.57, 1.98, -0.51], [0.21, 0.27, -0.19], [-0.01, 0.50, 0.45], [-0.81, 0.44, -1.01]], "mulliken_charge": [-0.443, 0.536, -0.469, 0.525, -0.100, -0.157, -0.236, 0.343]}

***

{"formula": "C5H7P", "method": "ωB97M-V with the def2-TZVPD basis set", "smiles": "C=C1CC=PC1", "homo_energy_ev": -8.966, "total_charge": 0, "orbital_gap_ev": 9.65, "molar_mass_da": 98.08, "lumo_ev": 0.688, "elements": ["C", "C", "C", "C", "C", "P", "H", "H", "H", "H", "H", "H", "H"], "xyz": [[-1.8111, 0.1104, -1.0041], [0.3187, 0.0114, 0.1724], [1.2712, 0.2194, 1.0506], [-1.1603, 0.0047, 0.3383], [0.7022, -0.2698, -1.5460], [-0.9118, -0.0592, -2.4036], [-2.8748, 0.2975, -1.0411], [2.3148, 0.2180, 0.7829], [1.0458, 0.3949, 2.0924], [-1.4813, 0.8243, 0.9890], [-1.4741, -0.9322, 0.8253], [1.4409, 0.4642, -1.8506], [1.1153, -1.2710, -1.6367]], "forces_ev_per_a": [[0.32, -0.05, -0.56], [0.96, -0.62, -3.95], [0.10, 0.04, 0.31], [-0.17, -0.07, 0.32], [-0.88, 0.54, 3.55], [-0.28, 0.11, 0.45], [-0.15, -0.06, -0.06], [0.13, -0.04, -0.12], [-0.09, 0.07, 0.17], [-0.02, -0.07, 0.05], [-0.04, 0.17, -0.03], [0.10, 0.05, -0.05], [0.02, -0.07, -0.08]], "mulliken_charge": [-0.220, 0.516, -0.938, -0.585, -0.822, -0.154, 0.345, 0.280, 0.289, 0.302, 0.231, 0.404, 0.351]}

***

{"formula": "C14H14N4O3", "method": "ωB97M-V with the def2-TZVPD basis set", "smiles": "COc1cccc(/C=N/NC(=O)c2cnccn2)c1OC", "homo_energy_ev": -8.239, "total_charge": 0, "orbital_gap_ev": 8.61, "molar_mass_da": 286.29, "lumo_ev": 0.373, "elements": ["C", "H", "O", "C", "C", "C", "C", "C", "C", "O", "C", "H", "H", "H", "C", "N", "N", "C", "O", "C", "N", "C", "C", "N", "C", "H", "H", "H", "H", "H", "H", "H", "H", "H", "H"], "xyz": [[-0.5750, 0.7350, -4.4418], [-1.6356, 0.8421, -4.6654], [-0.5133, 0.4449, -3.0678], [0.7146, 0.2595, -2.4829], [1.9029, 0.3492, -3.1929], [3.1293, 0.1847, -2.5665], [3.1763, -0.0639, -1.2168], [1.9992, -0.1640, -0.4687], [0.7447, -0.0175, -1.0978], [-0.3264, -0.1506, -0.2886], [-1.6297, -0.3360, -0.7935], [-2.0375, 0.5857, -1.2128], [-1.6660, -1.1260, -1.5462], [-2.2257, -0.6339, 0.0694], [2.1205, -0.4262, 0.9460], [1.1384, -0.4049, 1.7536], [1.3500, -0.6536, 3.0542], [0.3349, -0.6533, 3.9645], [0.5267, -0.8913, 5.1348], [-0.9947, -0.2816, 3.3806], [-1.9754, -1.1705, 3.4536], [-3.1570, -0.8115, 2.9774], [-3.3657, 0.4441, 2.4247], [-2.3900, 1.3390, 2.3576], [-1.2099, 0.9847, 2.8292], [-0.4240, 1.7233, 2.7714], [-4.3245, 0.7483, 2.0273], [-3.9419, -1.5526, 3.0430], [2.2892, -0.8874, 3.3945], [3.1382, -0.6409, 1.3017], [4.1259, -0.1834, -0.7177], [4.0368, 0.2592, -3.1449], [1.8851, 0.5563, -4.2503], [-0.0602, 1.6708, -4.6816], [-0.1599, -0.0774, -5.0472]], "forces_ev_per_a": [[-0.02, 0.05, -0.21], [0.09, 0.01, -0.05], [0.25, -0.06, 0.45], [-0.15, 0.02, -0.08], [-0.09, -0.01, 0.01], [0.03, 0.01, -0.03], [-0.19, 0.00, 0.09], [-0.34, 0.15, -0.76], [0.25, -0.07, 0.00], [0.28, 0.24, -0.35], [-0.59, -0.10, -0.08], [0.03, -0.11, 0.05], [0.01, 0.05, 0.06], [0.05, 0.00, -0.05], [0.18, -0.18, 0.83], [-0.22, 0.07, -0.35], [1.25, -0.26, 0.38], [0.05, 0.04, 0.02], [-0.11, -0.06, -0.05], [-0.61, 0.34, -0.06], [0.48, -0.18, 0.24], [-0.15, 0.17, -0.15], [-0.03, -0.22, 0.10], [-0.05, 0.35, -0.10], [0.03, -0.27, 0.14], [0.17, -0.01, 0.00], [-0.12, -0.09, 0.01], [-0.13, 0.03, -0.05], [-0.38, 0.09, -0.01], [-0.08, 0.01, 0.02], [0.10, -0.03, 0.08], [0.08, 0.01, -0.04], [-0.07, 0.02, -0.09], [0.00, -0.05, 0.00], [0.00, 0.04, 0.02]], "mulliken_charge": [-1.000, 0.251, -0.372, 1.342, -0.529, -0.964, -0.808, 0.410, -0.054, -0.330, -0.775, 0.257, 0.380, 0.188, -0.012, 0.204, -0.405, -0.063, -0.631, 0.943, -0.604, -0.083, -0.364, -0.538, -0.067, 0.411, 0.376, 0.418, 0.260, 0.282, 0.334, 0.383, 0.407, 0.371, 0.381]}